Computed, not measured: 2 unconnected molecules or ions with the total composition C9H14O, with ωB97M-V/def2-TZVPD.

Each line ends with the natural charge from an NBO analysis.
CARTESIAN COORDINATES (ANGSTROEM)
C: -0.178 -1.603 -3.166  -0.625
C: -1.178 -0.604 -3.650  -0.613
H: 0.828 -1.666 -3.548  0.210
H: -0.011 -1.280 -2.117  0.212
H: -0.572 -2.624 -3.171  0.205
H: -1.785 -0.118 -2.877  0.206
H: -0.722 0.272 -4.106  0.203
H: -1.856 -1.004 -4.400  0.201
C: -1.539 2.444 0.181  -0.634
C: -0.661 1.347 0.708  -0.052
C: 0.620 1.229 0.122  -0.185
C: -1.070 0.319 1.533  -0.199
C: 1.467 0.199 0.462  -0.297
C: -0.187 -0.737 1.867  -0.242
C: 1.109 -0.783 1.388  0.288
O: 1.939 -1.593 2.121  -0.669
H: -2.201 2.706 1.038  0.212
H: -2.209 2.184 -0.663  0.222
H: 0.915 2.064 -0.506  0.210
H: -1.939 0.361 2.183  0.212
H: 2.456 0.371 0.052  0.216
H: -0.544 -1.420 2.635  0.220
H: 2.818 -1.212 2.100  0.480
H: -1.076 3.398 -0.032  0.218

Output
E_tot   -426.53411 a.u.
M   138.21 u
SMILES string   Cc1ccc(O)cc1.CC
Charge   0
Maximum force   2.5 eV Å⁻¹
Multiplicity   1
LUMO level   0.9 eV